ORCA calculation (ωB97M-V with the def2-TZVPD basis set) on 12 unconnected molecules or ions with the total composition C63H132N10O9 in a non-equilibrium geometry.

```
214
Properties=species:S:1:pos:R:3:lowdin_charge:R:1
C -0.73 -2.95 -6.67 -0.06
C 0.01 -4.18 -7.09 -0.14
N 0.45 -4.06 -8.53 -0.01
C 1.52 -3.32 -9.03 0.01
C 1.42 -3.37 -10.36 0.01
N 0.25 -4.08 -10.70 -0.07
C -0.31 -4.42 -9.54 -0.04
C -0.16 -4.37 -12.04 0.01
H -1.65 -2.91 -7.29 0.09
H -0.12 -2.06 -6.81 0.08
H -1.02 -3.04 -5.65 0.08
H -0.49 -5.11 -6.96 0.11
H 0.98 -4.15 -6.51 0.11
H 2.14 -2.69 -8.41 0.11
H 2.06 -3.00 -11.14 0.14
H -1.18 -5.00 -9.42 0.17
H 0.39 -3.79 -12.72 0.09
H -1.21 -4.07 -12.25 0.12
H -0.04 -5.42 -12.28 0.11
C 2.47 -7.20 -2.88 -0.07
C 3.16 -6.36 -3.93 -0.16
N 4.15 -7.12 -4.76 -0.03
C 4.67 -6.55 -5.93 0.03
C 5.39 -7.55 -6.50 0.03
N 5.31 -8.69 -5.66 -0.10
C 4.53 -8.41 -4.65 -0.02
C 5.89 -9.99 -5.86 0.02
H 1.91 -6.49 -2.26 0.09
H 3.21 -7.64 -2.26 0.06
H 1.88 -7.98 -3.40 0.10
H 3.71 -5.60 -3.37 0.13
H 2.46 -5.95 -4.65 0.11
H 4.31 -5.58 -6.17 0.10
H 6.08 -7.47 -7.32 0.13
H 4.32 -9.11 -3.86 0.17
H 6.47 -9.98 -6.80 0.12
H 5.10 -10.71 -5.91 0.10
H 6.59 -10.17 -5.03 0.12
C 5.93 5.02 -7.22 -0.10
C 5.37 3.66 -7.51 -0.27
C 5.02 2.96 -6.24 -0.14
N 4.31 1.65 -6.46 -0.28
C 5.12 0.80 -7.27 0.01
C 2.91 1.89 -7.00 -0.10
C 2.11 2.45 -5.86 -0.11
C 2.72 1.74 -4.54 -0.09
C 3.93 0.98 -5.12 -0.08
H 6.28 5.56 -8.10 0.09
H 6.80 5.04 -6.51 0.10
H 5.13 5.60 -6.77 0.08
H 6.18 3.13 -8.03 0.11
H 4.58 3.72 -8.30 0.13
H 4.34 3.60 -5.66 0.13
H 6.01 2.84 -5.64 0.18
H 5.99 0.54 -6.67 0.13
H 5.40 1.27 -8.17 0.09
H 4.57 -0.10 -7.46 0.10
H 2.64 0.84 -7.28 0.13
H 3.02 2.51 -7.92 0.14
H 1.02 2.28 -6.01 0.13
H 2.24 3.52 -5.85 0.10
H 2.03 1.12 -4.08 0.07
H 3.04 2.52 -3.81 0.13
H 3.61 -0.02 -5.41 0.08
H 4.75 0.96 -4.38 0.15
C -2.33 5.05 8.91 -0.08
C -2.96 5.89 7.75 -0.21
C -3.23 5.01 6.52 -0.11
N -4.05 5.67 5.38 -0.27
C -5.35 6.29 5.85 0.05
C -4.39 4.67 4.35 -0.08
C -4.34 5.52 3.05 -0.15
C -3.84 6.91 3.36 -0.14
C -3.17 6.74 4.72 -0.06
H -2.53 5.67 9.80 0.08
H -1.24 4.89 8.80 0.08
H -2.81 4.07 8.95 0.07
H -2.26 6.72 7.65 0.11
H -3.91 6.17 8.19 0.09
H -3.82 4.17 6.87 0.13
H -2.29 4.71 6.09 0.06
H -5.68 5.51 6.53 0.12
H -6.02 6.52 5.12 0.07
H -5.10 7.22 6.35 0.11
H -5.33 4.23 4.64 0.13
H -3.59 3.85 4.28 0.15
H -5.33 5.42 2.64 0.11
H -3.69 5.18 2.27 0.06
H -4.55 7.77 3.41 0.12
H -3.02 7.21 2.69 0.11
H -3.16 7.58 5.45 0.15
H -2.31 6.18 4.62 0.10
C -5.24 -7.55 4.54 -0.07
C -3.98 -6.92 3.86 -0.24
C -2.80 -7.69 4.27 -0.19
N -1.44 -7.09 3.95 -0.23
C -1.20 -5.93 4.85 0.00
C -1.30 -6.78 2.44 -0.05
C 0.03 -7.47 2.04 -0.14
C 0.07 -8.79 2.87 -0.11
C -0.31 -8.17 4.24 -0.07
H -5.15 -8.62 4.58 0.07
H -6.10 -7.39 3.95 0.06
H -5.35 -7.15 5.60 0.11
H -3.88 -5.87 4.13 0.11
H -4.24 -6.94 2.77 0.13
H -2.82 -8.67 3.78 0.15
H -2.87 -7.97 5.33 0.15
H -1.03 -6.21 5.91 0.12
H -2.04 -5.20 4.82 0.11
H -0.31 -5.39 4.47 0.09
H -1.34 -5.72 2.20 0.12
H -2.18 -7.22 1.96 0.12
H 0.88 -6.79 2.25 0.11
H 0.03 -7.66 1.00 0.10
H 1.05 -9.32 2.84 0.13
H -0.72 -9.41 2.47 0.11
H 0.52 -7.57 4.73 0.14
H -0.71 -8.88 4.97 0.13
C 3.64 1.45 3.98 -0.08
C 2.90 0.12 4.36 -0.18
C 3.29 -0.32 5.80 -0.11
N 2.37 -1.41 6.31 -0.26
C 0.88 -1.21 6.22 0.01
C 2.67 -1.56 7.78 -0.11
C 2.34 -3.01 8.05 -0.17
C 2.75 -3.76 6.80 -0.10
C 2.67 -2.72 5.62 -0.07
H 3.22 2.36 4.38 0.04
H 3.78 1.64 2.89 0.09
H 4.67 1.47 4.34 0.07
H 3.30 -0.61 3.66 0.10
H 1.83 0.06 4.28 0.07
H 3.12 0.58 6.45 0.16
H 4.25 -0.76 5.81 0.12
H 0.40 -1.29 5.19 0.09
H 0.68 -0.19 6.57 0.11
H 0.33 -1.95 6.84 0.12
H 2.14 -0.83 8.38 0.14
H 3.70 -1.33 7.89 0.12
H 1.35 -3.23 8.44 0.11
H 2.90 -3.40 8.89 0.12
H 2.21 -4.62 6.76 0.08
H 3.82 -3.99 6.97 0.13
H 1.84 -2.88 4.91 0.09
H 3.52 -2.65 4.97 0.12
C -6.96 6.61 -0.14 -0.07
C -5.44 6.70 -0.46 -0.23
C -5.21 7.80 -1.45 -0.09
N -3.70 8.01 -1.79 -0.28
C -3.14 6.89 -2.59 0.00
C -2.91 8.23 -0.58 -0.14
C -3.17 9.65 -0.10 -0.13
C -3.51 10.36 -1.39 -0.15
C -3.60 9.30 -2.48 -0.12
H -7.53 6.44 -1.02 0.06
H -7.35 7.48 0.39 0.08
H -7.07 5.76 0.59 0.09
H -4.99 5.78 -0.82 0.11
H -4.99 6.89 0.46 0.06
H -5.57 8.76 -1.13 0.13
H -5.72 7.51 -2.41 0.16
H -3.80 6.39 -3.37 0.14
H -2.94 6.10 -1.81 0.06
H -2.19 7.25 -3.01 0.11
H -1.90 8.25 -0.91 0.13
H -3.10 7.41 0.19 0.12
H -2.25 10.04 0.39 0.14
H -4.03 9.60 0.55 0.11
H -2.83 11.20 -1.63 0.13
H -4.45 10.85 -1.25 0.10
H -2.63 9.26 -2.97 0.13
H -4.40 9.43 -3.21 0.15
C -2.51 1.03 2.99 0.01
C -1.43 -0.01 3.25 -0.49
O -0.37 0.26 3.88 -0.06
N -1.65 -1.27 2.92 0.04
H 0.03 2.10 4.44 0.05
H -0.83 -1.83 3.05 0.07
C -2.59 -1.71 1.86 -0.05
H -2.49 1.37 1.94 0.09
H -2.12 1.94 3.54 0.07
H -3.54 0.72 3.33 0.11
H -2.45 -2.76 1.70 0.06
H -2.41 -1.19 0.93 0.08
H -3.64 -1.53 2.19 0.09
C 2.17 -4.22 2.42 -0.02
C 0.78 -3.61 2.46 -0.73
O 0.31 -3.23 3.61 -0.14
O 0.15 -3.58 1.40 -0.02
H 2.12 -4.93 1.56 0.08
H 2.32 -4.78 3.31 0.05
H 2.86 -3.47 2.16 0.06
C -0.73 3.77 -0.21 -0.02
C -1.90 4.49 0.46 -0.67
O -2.58 5.26 -0.31 -0.12
O -2.02 4.31 1.71 -0.06
H -0.64 4.25 -1.17 0.05
H -0.96 2.69 -0.36 0.08
H 0.19 3.84 0.32 0.05
C 2.27 -2.12 -4.31 -0.02
C 2.71 -2.45 -5.70 -0.75
O 2.52 -1.49 -6.51 -0.12
O 3.14 -3.60 -5.99 -0.08
H 3.15 -1.90 -3.76 0.07
H 1.71 -2.87 -3.86 0.05
H 1.62 -1.20 -4.45 0.10
C 1.16 5.06 4.73 0.03
C 0.24 3.92 4.80 -0.58
O 0.66 2.78 4.33 0.15
O -0.81 4.04 5.40 0.05
H 1.59 5.16 5.70 0.09
H 0.60 5.98 4.51 0.10
H 1.95 4.84 3.99 0.10
```

Summary:
Net charge: +4
HOMO-LUMO gap in eV: 7.981
Strongest force on any atom in eV/A: 4.6

***

ORCA calculation (ωB97M-V with the def2-TZVPD basis set) on 21 unconnected molecules or ions with the total composition C63H133N7O21 in a non-equilibrium geometry.

```
224
Properties=species:S:1:pos:R:3:lowdin_charge:R:1
C 0.32 0.80 4.31 -0.01
C -0.39 0.35 5.52 -0.47
O -1.56 -0.06 5.55 0.03
C 0.39 0.29 6.81 -0.01
H -0.24 0.60 3.43 0.06
H 1.35 0.38 4.22 0.07
H 0.45 1.89 4.40 0.08
H 0.63 1.28 7.20 0.08
H 1.31 -0.25 6.77 0.08
H -0.27 -0.15 7.50 0.06
C -4.68 -6.16 -3.82 -0.02
C -4.20 -7.61 -3.58 -0.49
O -4.66 -8.49 -4.28 0.05
C -3.45 -7.97 -2.31 -0.02
H -5.71 -6.16 -3.45 0.08
H -4.63 -6.06 -4.91 0.08
H -4.11 -5.34 -3.33 0.07
H -4.05 -7.66 -1.45 0.09
H -2.51 -7.46 -2.16 0.04
H -3.20 -9.03 -2.45 0.09
C 3.70 7.08 1.46 -0.03
C 4.15 6.24 2.65 -0.52
O 3.53 6.18 3.68 0.07
C 5.47 5.51 2.43 -0.01
H 3.47 6.39 0.61 0.08
H 4.54 7.73 1.28 0.08
H 2.78 7.57 1.79 0.08
H 5.79 5.10 3.38 0.07
H 6.21 6.04 1.81 0.09
H 5.19 4.65 1.77 0.10
C 2.92 -0.78 -6.35 0.01
C 1.91 -1.48 -5.46 -0.49
O 2.23 -1.91 -4.41 0.07
C 0.46 -1.57 -5.95 -0.01
H 2.65 -0.95 -7.39 0.09
H 3.86 -1.27 -6.11 0.08
H 2.98 0.27 -6.06 0.07
H -0.21 -1.37 -5.11 0.05
H 0.36 -2.64 -6.31 0.12
H 0.25 -0.88 -6.75 0.07
C 3.36 -2.34 -1.81 -0.02
C 4.28 -2.27 -0.61 -0.46
O 4.78 -1.24 -0.23 0.02
C 4.49 -3.52 0.24 0.01
H 3.38 -3.10 -2.54 0.06
H 3.51 -1.39 -2.32 0.06
H 2.37 -2.32 -1.33 0.08
H 3.53 -3.87 0.62 0.07
H 5.25 -3.37 1.00 0.08
H 4.89 -4.32 -0.38 0.08
C -3.33 -1.82 -4.98 -0.02
C -3.53 -1.01 -3.75 -0.46
O -2.74 -1.11 -2.79 0.03
C -4.74 -0.08 -3.83 0.00
H -4.19 -2.42 -5.15 0.08
H -2.48 -2.49 -4.85 0.07
H -3.15 -1.17 -5.79 0.07
H -4.86 0.69 -3.05 0.06
H -5.68 -0.64 -3.88 0.07
H -4.57 0.41 -4.80 0.09
C -3.94 -1.74 2.61 -0.02
C -3.66 -2.97 3.39 -0.45
O -4.52 -3.87 3.34 0.01
C -2.45 -3.17 4.34 0.00
H -5.02 -1.68 2.48 0.09
H -3.43 -1.84 1.68 0.04
H -3.53 -0.80 3.09 0.10
H -2.16 -4.22 4.25 0.08
H -2.76 -2.95 5.37 0.09
H -1.67 -2.48 4.11 0.05
C 5.16 1.11 1.91 -0.01
C 5.27 0.75 3.40 -0.51
O 6.13 1.17 4.10 0.07
C 4.25 -0.25 3.87 -0.02
H 4.14 1.30 1.63 0.05
H 5.44 0.24 1.31 0.06
H 5.84 1.97 1.78 0.08
H 3.32 0.29 4.02 0.04
H 4.56 -0.78 4.73 0.07
H 4.19 -1.00 3.05 0.09
C -0.63 -4.01 -3.22 0.00
C 0.02 -5.16 -2.51 -0.47
O -0.61 -6.06 -2.03 0.06
C 1.55 -5.17 -2.41 0.01
H -0.74 -3.20 -2.51 0.07
H -1.66 -4.26 -3.50 0.08
H -0.03 -3.52 -3.99 0.07
H 2.13 -4.81 -3.23 0.07
H 1.82 -6.17 -2.09 0.09
H 1.85 -4.54 -1.60 0.04
C 3.08 3.89 -2.33 -0.03
C 2.69 2.77 -3.25 -0.51
O 2.44 1.68 -2.83 0.05
C 2.83 3.06 -4.74 0.00
H 2.90 3.52 -1.30 0.07
H 2.65 4.94 -2.47 0.11
H 4.16 4.02 -2.42 0.08
H 2.12 2.51 -5.34 0.06
H 3.77 2.55 -5.05 0.09
H 2.79 4.13 -4.99 0.09
C 1.77 -3.52 3.86 -0.02
C 2.73 -4.47 4.47 -0.52
O 3.88 -4.16 4.53 0.09
C 2.14 -5.82 4.89 -0.01
H 0.89 -3.52 4.47 0.07
H 1.51 -3.80 2.84 0.06
H 2.14 -2.48 3.93 0.08
H 1.72 -6.31 3.96 0.10
H 1.31 -5.70 5.60 0.08
H 2.91 -6.52 5.21 0.07
C 0.03 3.42 0.17 0.02
C 0.18 3.91 1.57 -0.49
O -0.56 3.49 2.42 0.06
C 1.20 4.91 1.92 0.00
H -0.98 3.62 -0.18 0.07
H 0.20 2.30 0.06 0.09
H 0.76 3.93 -0.44 0.05
H 1.75 5.28 1.05 0.06
H 1.92 4.42 2.62 0.09
H 0.72 5.72 2.47 0.10
C -4.81 4.24 -1.03 -0.01
C -4.15 3.92 -2.34 -0.47
O -4.51 3.02 -3.10 0.03
C -2.97 4.78 -2.66 -0.01
H -5.78 3.81 -1.00 0.08
H -4.96 5.32 -0.94 0.09
H -4.16 3.84 -0.25 0.08
H -2.64 4.58 -3.68 0.06
H -2.11 4.49 -2.01 0.08
H -3.15 5.85 -2.39 0.10
C -2.61 6.09 4.44 -0.02
C -1.47 5.50 5.22 -0.50
O -0.38 6.03 5.32 0.05
C -1.69 4.13 5.85 -0.01
H -2.40 7.17 4.38 0.09
H -3.61 5.77 4.76 0.09
H -2.46 5.66 3.41 0.09
H -1.79 3.32 5.12 0.05
H -2.61 4.10 6.47 0.10
H -0.74 3.99 6.40 0.07
C -1.11 1.43 -4.63 0.00
C -1.24 2.29 -5.82 -0.54
O -0.38 2.36 -6.68 0.04
N -2.42 3.02 -5.84 -0.01
C -2.77 4.00 -6.85 -0.08
H -1.70 1.70 -3.76 0.08
H -0.07 1.31 -4.31 0.07
H -1.48 0.42 -4.87 0.07
H -3.04 2.93 -5.02 0.10
H -2.62 4.99 -6.41 0.08
H -3.84 3.87 -7.12 0.09
H -2.18 3.95 -7.78 0.09
C -0.29 -5.42 0.96 0.03
C -0.06 -3.92 0.67 -0.53
O 1.05 -3.40 0.72 0.00
N -1.18 -3.22 0.44 0.05
C -2.50 -3.71 0.13 -0.07
H 0.54 -5.88 0.46 0.07
H -1.25 -5.84 0.67 0.08
H -0.02 -5.54 2.00 0.07
H -1.00 -2.26 0.16 0.11
H -2.39 -4.49 -0.61 0.07
H -3.19 -2.95 -0.23 0.08
H -2.96 -4.18 1.06 0.10
C -3.55 0.69 -0.26 0.01
C -4.02 1.41 0.95 -0.57
O -5.17 1.87 1.02 0.00
N -3.11 1.50 1.92 0.02
C -3.45 2.18 3.10 -0.09
H -3.66 1.36 -1.10 0.07
H -4.13 -0.20 -0.40 0.09
H -2.53 0.38 -0.19 0.04
H -2.18 1.28 1.62 0.10
H -3.23 3.26 3.06 0.07
H -2.91 1.67 3.95 0.08
H -4.52 2.07 3.31 0.09
C 5.34 0.72 -3.49 0.00
C 6.29 -0.40 -3.78 -0.59
O 6.57 -0.80 -4.87 0.06
N 6.74 -1.03 -2.65 0.00
C 7.68 -2.12 -2.68 -0.07
H 5.56 1.52 -4.22 0.09
H 5.28 0.99 -2.43 0.09
H 4.37 0.29 -3.82 0.07
H 6.21 -0.84 -1.80 0.09
H 8.27 -2.05 -3.59 0.09
H 7.14 -3.04 -2.50 0.08
H 8.40 -1.94 -1.87 0.08
C 4.62 3.25 5.96 0.02
C 3.34 3.25 5.13 -0.51
O 3.28 2.68 4.04 0.00
N 2.32 3.99 5.61 0.03
C 2.36 4.85 6.80 -0.08
H 4.88 4.28 6.09 0.06
H 5.34 2.60 5.51 0.05
H 4.48 2.91 6.99 0.09
H 1.47 4.07 5.05 0.11
H 3.22 5.58 6.85 0.10
H 2.34 4.34 7.75 0.07
H 1.44 5.43 6.72 0.06
C -6.50 -3.55 0.35 0.02
C -6.61 -3.19 -1.18 -0.52
O -5.59 -3.00 -1.83 0.02
N -7.87 -3.19 -1.65 0.00
C -8.26 -2.46 -2.84 -0.06
H -5.70 -2.93 0.75 0.04
H -6.14 -4.59 0.38 0.09
H -7.42 -3.39 0.90 0.07
H -8.64 -3.36 -1.01 0.13
H -9.14 -1.86 -2.62 0.08
H -8.45 -3.22 -3.64 0.10
H -7.54 -1.73 -3.16 0.06
C 1.90 -0.39 1.73 0.00
C 0.73 -0.35 0.76 -0.56
O -0.44 -0.25 1.14 0.00
N 1.01 -0.26 -0.54 0.05
C -0.11 0.06 -1.41 -0.07
H 2.11 0.66 1.99 0.09
H 2.77 -0.88 1.26 0.07
H 1.58 -0.98 2.59 0.06
H 1.97 -0.25 -0.87 0.12
H -0.54 1.01 -1.12 0.06
H -0.88 -0.74 -1.33 0.06
H 0.23 0.04 -2.47 0.08
```

Summary:
HOMO-LUMO gap in eV: 9.055
Strongest force on any atom in eV/A: 3.1

***

| no. | M (g mol⁻¹) | energy (eV) | lowest unoccupied orbital energy (Eh) |
| --- | --- | --- | --- |
| 1 | 1173.81 | -100768.7700 | -0.2069 |
| 2 | 1324.78 | -120918.2787 | 0.0020 |